ORCA calculation (ωB97M-V/def2-TZVPD) on C38H35F5N11SSe2Sn as an isolated structure.

- relative energy (zero: lowest compared OMol25 entry of this formula, charge and spin) (kJ/mol) = 0.00

```
! wB97M-V def2-TZVPD RIJCOSX def2/J DEFGRID3
* xyz 1 1
Sn -0.31 -0.64 -0.19
N -1.99 -4.53 -2.13
C -2.95 -3.58 -1.78
C -3.97 -3.32 -2.70
C -4.98 -2.45 -2.35
C -4.95 -1.84 -1.10
C -3.89 -2.14 -0.27
N -2.91 -3.00 -0.58
C -0.74 -4.78 -1.59
C -0.11 -6.00 -1.91
C 1.15 -6.24 -1.41
C 1.76 -5.28 -0.60
C 1.05 -4.13 -0.34
N -0.17 -3.87 -0.82
H -2.25 -5.12 -2.90
H -3.95 -3.80 -3.67
H -5.77 -2.24 -3.06
H -5.71 -1.14 -0.79
H -3.81 -1.68 0.71
H -0.61 -6.73 -2.54
H 1.66 -7.16 -1.65
H 2.74 -5.44 -0.18
H 1.47 -3.35 0.30
Se 7.84 0.97 -0.22
N 6.66 0.83 1.11
C 5.50 0.58 0.56
C 4.27 0.37 1.31
C 4.23 0.42 2.71
C 3.03 0.21 3.35
C 1.90 -0.06 2.58
N 1.93 -0.11 1.26
C 3.08 0.11 0.62
C 3.05 0.06 -0.85
N 1.87 -0.17 -1.46
C 1.84 -0.25 -2.78
C 2.96 -0.08 -3.58
C 4.17 0.17 -2.98
C 4.23 0.24 -1.59
C 5.48 0.51 -0.88
N 6.62 0.70 -1.48
H 5.14 0.63 3.25
H 2.96 0.25 4.43
H 0.93 -0.22 3.04
H 0.86 -0.42 -3.22
H 2.87 -0.15 -4.66
H 5.08 0.32 -3.55
F -2.05 5.84 -3.11
C -1.99 4.51 -2.98
C -1.21 3.76 -3.84
F -0.52 4.37 -4.81
C -1.13 2.39 -3.67
F -0.33 1.71 -4.51
C -1.82 1.72 -2.67
Se -1.74 -0.17 -2.48
C -2.61 2.50 -1.84
F -3.33 1.94 -0.86
C -2.69 3.88 -1.96
F -3.44 4.60 -1.13
C -2.70 3.41 2.09
C -1.19 3.53 2.26
N -0.47 3.75 1.00
C -0.12 5.14 0.71
C 1.15 5.59 1.41
C -0.13 2.73 0.21
C 0.74 3.00 -0.98
N -0.50 1.50 0.45
H -3.17 3.28 3.06
H -2.98 2.56 1.46
H -3.11 4.31 1.62
H -0.78 2.64 2.75
H -0.96 4.37 2.91
H -0.97 5.76 1.03
H -0.04 5.28 -0.36
H 1.07 5.48 2.49
H 1.35 6.64 1.20
H 2.01 5.01 1.08
H 0.29 3.72 -1.65
H 0.90 2.07 -1.52
H 1.71 3.39 -0.65
H -1.10 1.42 1.27
C -1.01 -2.07 5.23
N -1.11 -2.77 3.96
C -0.82 -4.11 3.74
C -1.09 -4.36 2.45
N -1.52 -3.18 1.88
C -1.55 -2.21 2.81
S -2.01 -0.58 2.61
H -0.73 -2.79 5.99
H -1.97 -1.62 5.47
H -0.26 -1.28 5.17
H -0.47 -4.75 4.53
H -1.00 -5.27 1.87
H -1.84 -3.08 0.90
*
```

ORCA calculation (ωB97M-V/def2-TZVPD) on a 11-piece molecular cluster, C5H30NO11S overall in a non-equilibrium geometry.

- relative energy (zero: lowest compared OMol25 entry of this formula, charge and spin) (kJ/mol) = 200.00

```
! wB97M-V def2-TZVPD RIJCOSX def2/J DEFGRID3
* xyz -1 1
C -0.44 -0.59 -0.91
C -0.39 -2.15 -1.36
S -0.96 -2.23 -3.10
C 0.17 -0.50 0.47
N 0.63 0.64 1.09
C 0.55 1.96 0.42
C 1.08 0.58 2.49
O 0.08 -1.52 1.20
H -1.54 -0.50 -0.79
H -0.09 0.18 -1.64
H 0.71 -2.40 -1.50
H -1.05 -2.87 -0.65
H 0.75 1.87 -0.66
H -0.29 2.48 1.00
H 1.52 2.50 0.71
H 1.22 -0.36 2.87
H 0.40 1.19 3.22
H 1.96 1.20 2.74
H 2.79 -0.85 0.42
H 3.93 -1.84 0.76
O 3.54 -1.38 0.07
H -2.96 3.08 -2.39
H -1.99 2.11 -2.17
O -2.13 2.96 -1.80
H -3.16 2.30 -0.37
H -4.01 1.13 0.22
O -3.57 1.97 0.45
H 2.53 2.44 -0.93
H 3.20 3.25 -1.73
O 3.25 3.00 -0.84
H 1.76 -2.48 1.06
H 1.51 -3.39 2.14
O 2.38 -2.94 1.75
H -2.23 -0.73 -3.31
H -1.73 0.58 -3.96
O -2.46 0.30 -3.65
H -2.38 1.60 2.62
H -2.26 0.25 3.23
O -1.90 1.10 3.17
H -0.71 2.72 3.96
H 0.44 2.54 4.73
O 0.01 3.25 4.21
H -1.26 -3.19 2.33
H -0.70 -3.34 0.93
O -1.44 -3.66 1.49
H 2.66 -0.56 -3.12
H 3.09 -0.19 -1.75
O 2.62 0.26 -2.62
*
```

Calculated gap between HOMO and LUMO (Ha), listed in the same order as above: 0.237; 0.226